1.
ORCA calculation (ωB97M-V/def2-TZVPD) on 2 unconnected molecules or ions with the total composition C7H12N2O3 in a non-equilibrium geometry.

Atoms and positions in Å:
1 C 0.319 1.349 -0.659
2 C 0.278 -0.108 -0.355
3 C -1.271 -0.312 -0.288
4 C 1.452 2.210 -0.978
5 C 1.716 0.020 1.907
6 C -1.780 -1.001 -1.558
7 C -1.756 -1.091 0.926
8 N -0.855 1.909 -0.711
9 N 1.269 -1.017 -0.728
10 O 2.320 -0.587 -1.178
11 O 0.996 -2.196 -0.611
12 O -1.794 1.008 -0.338
13 H 1.812 2.079 -1.980
14 H 2.356 1.775 -0.378
15 H 1.191 3.220 -0.744
16 H 1.111 0.506 2.506
17 H 2.497 0.708 1.371
18 H 1.993 -1.007 2.167
19 H -1.218 -1.982 -1.793
20 H -1.377 -0.493 -2.490
21 H -2.888 -1.253 -1.616
22 H -2.747 -0.775 1.181
23 H -1.210 -0.980 1.889
24 H -1.858 -2.117 0.739

- 2S+1 = 3
- E (eV) = -16567.36726
- frontier orbital gap (alpha / beta) (eV) = 8.4 / 8.0


2.
ORCA calculation (ωB97M-V/def2-TZVPD) on a molecular structure, C7H12N3 in a non-equilibrium geometry.

Atoms and positions in Å:
1 C 1.551 -0.775 -0.268
2 C -2.506 0.348 1.407
3 C 2.049 -1.965 0.031
4 C -0.742 -0.135 0.551
5 C -3.765 0.641 2.072
6 C 1.577 0.595 -2.337
7 C 2.449 0.104 -1.136
8 N 0.314 -0.288 0.005
9 N -2.025 0.505 0.170
10 N -1.413 -0.242 1.919
11 H 3.055 -2.099 -0.468
12 H 1.563 -2.726 0.370
13 H -3.512 1.595 2.424
14 H -3.685 0.110 3.014
15 H -4.679 0.447 1.540
16 H 2.091 0.407 -3.198
17 H 1.433 1.633 -2.204
18 H 0.502 0.312 -2.305
19 H 2.894 0.957 -0.653
20 H 3.158 -0.477 -1.489
21 H -2.497 0.903 -0.636
22 H -1.239 -0.534 2.858

- net charge = +1
- E (eV) = -11913.72068
- frontier orbital gap (eV) = 8.5


3.
ORCA calculation (ωB97M-V/def2-TZVPD) on a gas-phase ion, C7H12N3 (charge +1).

Atoms and positions in Å:
1 C 2.764 0.341 -0.151
2 C 1.368 0.061 0.375
3 N 1.186 -1.399 0.512
4 N -0.177 -1.641 0.529
5 C -0.884 -1.330 -0.547
6 C -2.254 -0.938 -0.452
7 C -2.641 0.191 0.180
8 C -1.806 1.310 0.533
9 C -0.555 1.563 0.111
10 N 0.325 0.638 -0.491
11 H 2.862 0.003 -1.182
12 H 3.490 -0.188 0.460
13 H 2.984 1.404 -0.104
14 H 1.246 0.466 1.387
15 H 1.623 -1.894 -0.264
16 H -0.595 -1.489 1.447
17 H -0.474 -1.643 -1.502
18 H -2.983 -1.549 -0.968
19 H -3.700 0.390 0.257
20 H -2.320 2.129 1.015
21 H -0.173 2.575 0.212
22 H 0.717 1.000 -1.356

- net charge = +1
- SMILES = C[C@@H]1NN\C=C/C=C\C=[NH+]\1
- E (eV) = -11915.06407
- frontier orbital gap (eV) = 8.8


Copy entry 3 word for word.
ORCA calculation (ωB97M-V/def2-TZVPD) on a gas-phase ion, C7H12N3 (charge +1).

Atoms and positions in Å:
1 C 2.764 0.341 -0.151
2 C 1.368 0.061 0.375
3 N 1.186 -1.399 0.512
4 N -0.177 -1.641 0.529
5 C -0.884 -1.330 -0.547
6 C -2.254 -0.938 -0.452
7 C -2.641 0.191 0.180
8 C -1.806 1.310 0.533
9 C -0.555 1.563 0.111
10 N 0.325 0.638 -0.491
11 H 2.862 0.003 -1.182
12 H 3.490 -0.188 0.460
13 H 2.984 1.404 -0.104
14 H 1.246 0.466 1.387
15 H 1.623 -1.894 -0.264
16 H -0.595 -1.489 1.447
17 H -0.474 -1.643 -1.502
18 H -2.983 -1.549 -0.968
19 H -3.700 0.390 0.257
20 H -2.320 2.129 1.015
21 H -0.173 2.575 0.212
22 H 0.717 1.000 -1.356

- net charge = +1
- SMILES = C[C@@H]1NN\C=C/C=C\C=[NH+]\1
- E (eV) = -11915.06407
- frontier orbital gap (eV) = 8.8


Q: The lowest E belongs to which entry?
A: C7H12N2O3